12 unconnected molecules or ions with the total composition C4H33NO12S at a distorted geometry. Source: OMol25; level of theory: ωB97M-V with the def2-TZVPD basis set.

XYZ file:
```
51
Properties=species:S:1:pos:R:3
C -2.09837 1.27510 2.14267
C -0.88534 0.46033 2.52658
C -1.00542 -1.00755 2.12427
S -1.98309 -2.05043 3.23814
N 0.32892 0.94678 1.79229
C 0.62272 2.34909 1.87871
O 1.67520 2.61983 0.92498
H -2.14143 1.27207 1.06491
H -2.98447 0.78384 2.54844
H -2.09942 2.28623 2.54013
H -0.65342 0.49585 3.59912
H -0.01709 -1.44544 2.06662
H -1.39690 -1.03121 1.10222
H -1.32947 -3.17950 3.04474
H 1.08607 0.29756 1.93096
H 1.06687 2.79413 2.77075
H -0.25503 2.90928 1.56481
H 1.84159 1.88712 0.32697
O -3.66481 -0.32189 -1.50230
H -4.11445 0.45078 -1.11049
H -4.00305 -1.07941 -1.02121
O -4.53569 1.71322 0.11220
H -3.60095 1.92456 -0.03325
H -5.14697 2.44535 0.05605
O -2.46417 1.68088 -5.03814
H -1.82307 1.18972 -4.49604
H -1.80599 2.06260 -5.62890
O -2.37631 2.52033 -1.38110
H -1.65708 2.03313 -0.98313
H -2.71263 2.27993 -2.24617
O 3.74340 -1.67004 2.42711
H 4.45063 -1.08520 2.13176
H 4.18468 -2.43219 2.81766
O 1.97088 -1.73145 0.34215
H 2.72283 -1.94054 0.90419
H 1.40239 -0.99965 0.58786
O -0.86855 -0.54298 -2.52038
H -1.71988 -0.28081 -2.16637
H -0.17750 -0.03061 -2.11893
O 0.01294 -3.69354 0.18739
H -0.44258 -3.55788 -0.64544
H 0.54863 -2.88528 0.27437
O 2.08628 -0.88896 -2.17473
H 2.19121 -1.30977 -1.28775
H 1.66723 -1.64724 -2.58291
O 5.09259 1.45314 -1.81213
H 4.79874 2.31454 -1.52306
H 5.15745 1.57725 -2.76843
O 5.06852 -0.70705 -3.43786
H 4.93663 -0.22149 -2.62066
H 4.23877 -0.59236 -3.89157
```

- frontier orbital gap (eV) = 9.14
- energy (eV) = -41578.4483
- M (g mol⁻¹) = 319.4
- SMILES = C[C@@H](CS)NCO.O.O.O.O.O.O.O.O.O.O.O
- LUMO level (hartree) = -0.0030
- net charge = 0

14 unconnected molecules or ions with the total composition C4H33NO15S at a distorted geometry. Source: OMol25; level of theory: ωB97M-V with the def2-TZVPD basis set.

XYZ file:
```
54
Properties=species:S:1:pos:R:3
O -2.44790 0.46375 -0.49568
C -1.70008 0.13265 -1.44860
N -0.37474 0.33714 -1.44570
C 0.23416 1.24327 -0.37413
C 0.19997 0.51764 0.95081
S 0.17974 1.50013 2.51473
C 1.69690 1.54312 -0.84289
O 1.71196 1.89023 -2.20315
H -2.10474 -0.66361 -2.09359
H 0.97674 1.64351 -2.89104
H -0.40566 2.12560 -0.64900
H 1.16924 -0.13760 0.82781
H -0.79325 -0.02002 1.09650
H 2.14056 2.31785 -0.20102
H 2.37115 0.69647 -0.81777
H -0.09059 -2.20758 -1.76260
H 0.81745 -1.08719 -1.76636
O 0.84405 -2.04679 -2.01262
H -0.21810 -2.59477 1.10307
H -1.10949 -3.38811 0.32917
O -0.43110 -3.49254 0.93138
H -0.59015 -0.17586 -3.58423
H 0.78018 -0.70622 -3.41346
O 0.18573 -0.33885 -4.03350
H 0.68646 4.79662 -0.12068
H 1.45922 3.98873 -1.13099
O 1.23551 4.87449 -0.89148
H -2.92609 1.96050 -0.66188
H -2.67916 3.41246 -0.39880
O -3.21269 2.91900 -0.95482
H 1.72578 -2.38774 2.78433
H 2.28848 -0.99467 2.04950
O 2.10934 -2.04194 1.94242
H -2.77894 -2.50611 -1.72686
H -3.15831 -3.16256 -0.37962
O -3.23455 -3.28780 -1.35093
H 3.46690 0.93400 3.00846
H 2.11132 0.22330 3.20145
O 3.08353 0.19949 3.43867
H -1.13585 3.57364 1.33857
H 0.22509 3.69580 1.77593
O -0.36647 4.23650 1.12743
H -2.91444 -0.95644 0.67918
H -2.68966 -1.91755 1.77279
O -2.50867 -1.73783 0.89451
H -2.75236 1.14390 2.35234
H -3.29507 0.76767 0.93161
O -3.48470 1.00911 1.83995
H 2.04095 -3.81318 0.65176
H 1.32127 -4.11574 -0.63274
O 2.03484 -4.44059 -0.14337
H 3.69325 -2.08000 0.52761
H 2.83116 -0.70322 0.21015
O 3.78184 -1.14207 0.14736
```

- frontier orbital gap (eV) = 6.98
- energy (eV) = -47721.2034
- M (g mol⁻¹) = 367.4
- LUMO level (hartree) = 0.1732
- net charge = -2

A molecular structure, C4H34F3O16Y at a distorted geometry. Source: OMol25; level of theory: ωB97M-V with the def2-TZVPD basis set.

XYZ file:
```
58
Properties=species:S:1:pos:R:3
Y -0.48725 0.15189 -1.07474
C 2.00572 1.02585 -1.50690
O 1.79365 -0.35806 -0.90814
O 0.87331 1.44984 -2.19065
C 2.25716 1.95397 -0.29023
F 1.17651 1.89249 0.52061
F 3.30356 1.51187 0.48493
F 2.49580 3.17690 -0.66551
C 2.70885 -1.46293 -1.07546
C 2.09561 -2.58477 -0.26529
H 1.39787 -3.08375 -0.92522
H 2.85791 -3.35223 0.05632
H 1.58948 -2.15691 0.58598
H 3.67966 -1.23391 -0.66119
H 2.86317 -1.55907 -2.14419
H 2.86836 0.98121 -2.15789
O -0.06487 0.03718 1.23238
H -0.45967 0.72296 1.89146
H -0.00485 -0.77859 1.78132
O -2.07090 -3.63277 -1.83579
H -1.45296 -4.31496 -1.46463
H -2.33010 -4.10155 -2.62975
O -2.13324 4.52884 5.92648
H -2.08309 5.51167 5.94093
H -2.36825 4.28313 6.81841
O -2.09169 -1.19986 -0.21435
H -2.82315 -1.66698 -0.58198
H -1.82110 -1.78267 0.52902
O -1.25986 2.33709 5.05007
H -1.58350 3.24452 5.30611
H -1.30675 1.77799 5.79970
O 0.34965 -2.92743 4.61234
H 1.31251 -2.94300 4.50372
H 0.31136 -2.56040 5.50480
O -1.72784 -3.10940 -5.26240
H -1.03915 -3.59673 -5.65380
H -2.50641 -2.92219 -5.82420
O -1.76067 -2.36363 2.22579
H -2.30162 -3.07555 2.60444
H -1.14775 -2.17092 3.00263
O -0.69778 4.37946 1.93408
H 0.03470 4.97093 2.08211
H -1.42433 4.89334 1.68783
O -1.15286 1.91133 2.60222
H -1.26592 1.90590 3.65732
H -0.47670 2.55707 2.42475
O 0.55641 -1.14780 -5.05361
H 0.35689 -1.17581 -6.00466
H 1.15314 -0.36193 -4.95603
O -1.46655 2.26242 -0.51596
H -1.77756 2.27440 0.42671
H -0.70868 2.84923 -0.59430
O 2.76583 0.89203 -4.73300
H 3.55446 0.68689 -5.27457
H 2.55177 1.82514 -4.81660
O -1.00109 -1.18833 -2.97564
H -1.57652 -1.94877 -3.05307
H -0.54065 -1.23463 -3.88273
```

- frontier orbital gap (eV) = 10.98
- energy (eV) = -46647.9509
- M (g mol⁻¹) = 484.2
- LUMO level (hartree) = -0.1712
- net charge = +2

13 unconnected molecules or ions with the total composition C4H34N2O14 at a distorted geometry. Source: OMol25; level of theory: ωB97M-V with the def2-TZVPD basis set.

XYZ file:
```
54
Properties=species:S:1:pos:R:3
N -2.13555 -0.02607 -1.60232
C -2.05309 -1.19046 -2.50979
C -0.95096 -1.10485 -3.55735
N 0.32247 -0.88862 -2.83693
C 1.00783 -2.11792 -2.48446
C 1.69177 -1.90210 -1.16653
O 0.82215 -1.98963 -0.17582
O 2.87686 -1.63949 -1.05483
H -1.17752 0.23688 -1.45353
H -2.61141 0.78181 -1.98808
H -3.04276 -1.49102 -2.85533
H -1.84985 -1.96996 -1.76405
H -0.93864 -2.07121 -4.06989
H -1.14542 -0.32358 -4.28046
H 0.91365 -0.39408 -3.48032
H 1.56640 -2.66323 -3.24173
H 0.23982 -2.86123 -2.27295
H 0.93316 -1.67406 0.73398
H 2.38544 1.06100 1.67150
H 2.26306 0.01076 2.70911
O 1.74791 0.42557 2.00568
H -0.36673 3.53705 -2.62531
H -1.82176 3.13564 -2.98408
O -1.16307 3.11979 -2.28289
H -1.25101 -1.09991 0.96272
H -1.27766 -0.88959 2.41927
O -1.12960 -1.60745 1.78065
H 0.21256 1.39079 2.82456
H 0.14159 1.96989 4.23597
O -0.38782 1.84062 3.44221
H -3.86513 -2.64481 1.66630
H -3.56604 -1.73940 0.50334
O -4.30618 -2.10085 1.00473
H 0.48107 0.23345 -0.22510
H 0.01608 1.55160 -0.99462
O 0.22467 1.15270 -0.14456
H 3.24530 1.93644 -2.87746
H 3.06120 0.37471 -2.65480
O 2.93359 1.11350 -3.25599
H 4.20320 1.70894 1.83202
H 3.82578 2.47111 2.98962
O 4.22780 1.60696 2.80871
H 0.22523 -2.34711 4.34797
H -0.55953 -1.17961 4.92979
O 0.31478 -1.59240 4.93814
H -2.97575 0.27680 4.00405
H -1.43767 0.66822 4.05216
O -2.10306 -0.02582 4.26302
H 3.10438 -0.20000 0.18424
H 4.58797 -0.25839 0.25581
O 3.87042 0.37951 0.33318
H -3.26822 3.61202 -1.10251
H -2.58990 2.50096 -0.46031
O -3.47176 2.89614 -0.49674
```

- frontier orbital gap (eV) = 9.43
- energy (eV) = -36345.4061
- M (g mol⁻¹) = 334.3
- LUMO level (hartree) = -0.0045
- net charge = 0

- What is the frontier orbital gap in the third record?
  10.98 eV

- Which of these has the highest frontier orbital gap?
  C4H34F3O16Y

- Which of these has the highest energy?
  C4H34N2O14

- net charge of number 4 (C4H34N2O14)?
  0